1.
{
  "formula": "C3H3NO4",
  "method": "the ωB97M-V functional and the def2-TZVPD basis",
  "elements": ["C", "C", "C", "H", "H", "H", "N", "O", "O", "O", "O"],
  "coordinates": [[-0.169528, 0.093362, -1.562692], [0.542134, 0.656560, 1.667837], [-0.249174, -1.069458, 0.714429], [-0.891837, 0.905148, -1.444254], [0.449564, 0.522169, -2.461927], [-0.515528, -0.743942, -1.994622], [0.419288, -0.343696, -0.340776], [0.963883, 0.742285, 0.394126], [0.339272, 1.644453, 2.434827], [0.087013, -0.452456, 1.881436], [-0.975088, -1.954425, 0.711614]],
  "atomic_forces_ev_per_a": [[1.014, 3.583, -1.198], [-0.034, 10.401, 1.762], [1.461, 2.162, -2.011], [-0.415, -0.448, 0.347], [0.211, -0.882, 2.378], [-2.039, -2.955, -1.361], [0.841, -0.540, 2.444], [0.976, 1.515, -0.710], [2.057, -3.453, -2.852], [-1.952, -6.239, 2.026], [-2.119, -3.143, -0.827]],
  "homo_ev": -10.543,
  "relative_energy_ev": 3.390,
  "e_tot_ha": -471.7486,
  "orbital_gap_ev": 11.036,
  "smiles": "Cn1oc(=O)oc1=O"
}



2.
{
  "formula": "C3H3NOS",
  "method": "the ωB97M-V functional and the def2-TZVPD basis",
  "elements": ["C", "C", "C", "N", "O", "S", "H", "H", "H"],
  "coordinates": [[-0.933113, -0.417368, -0.031017], [-0.521272, 1.036961, -0.091446], [0.572930, -0.735294, -0.059478], [0.773177, 0.676621, -0.123478], [-1.174393, 2.083937, -0.038365], [-2.229186, -1.323828, -0.064894], [0.830623, -1.117543, 0.966887], [1.087941, -1.390434, -0.960482], [1.593293, 1.186948, 0.402273]],
  "atomic_forces_ev_per_a": [[0.394, -1.208, -1.450], [-3.533, 2.819, 0.747], [0.970, -2.665, -0.041], [4.187, 2.722, 1.276], [2.023, -2.137, -0.162], [-0.306, 0.153, 0.205], [0.138, -0.190, -1.123], [-1.579, 1.626, 2.364], [-2.295, -1.120, -1.815]],
  "homo_ev": -9.152,
  "relative_energy_ev": 1.518,
  "e_tot_ha": -644.2311,
  "orbital_gap_ev": 7.954,
  "smiles": "O=C1NCC1=S"
}



3.
{
  "formula": "C3H3NOS",
  "method": "the ωB97M-V functional and the def2-TZVPD basis",
  "elements": ["C", "C", "C", "N", "O", "S", "H", "H", "H"],
  "coordinates": [[1.515823, 0.037122, 0.173909], [1.056579, -1.018530, -0.212856], [-1.258262, 1.026558, -0.032973], [-1.243422, 1.460711, 1.106247], [-1.703341, 0.603940, -1.038309], [0.701136, -2.326185, -1.290210], [1.985404, 0.565888, 0.983282], [-0.456345, 1.797799, 1.575765], [-0.597573, -2.147303, -1.264855]],
  "atomic_forces_ev_per_a": [[0.305, -0.738, 1.257], [0.050, -0.302, -1.710], [-2.391, -0.266, -0.304], [-0.372, -0.467, -1.101], [1.408, 0.316, 0.737], [0.848, 0.607, 0.849], [-0.157, 0.354, -0.425], [1.203, 0.444, 0.685], [-0.894, 0.050, 0.012]],
  "homo_ev": -9.509,
  "relative_energy_ev": 2.184,
  "e_tot_ha": -644.2067,
  "orbital_gap_ev": 10.060,
  "smiles": "N=C=O.C#CS"
}



4.
{
  "formula": "C3H3NOS",
  "method": "the ωB97M-V functional and the def2-TZVPD basis",
  "elements": ["C", "C", "C", "N", "O", "S", "H", "H", "H"],
  "coordinates": [[-0.004524, -0.853415, -0.610175], [-1.146046, -1.586334, -2.022084], [1.007706, 0.015526, 0.235980], [-1.405376, -0.869703, -0.967700], [-1.086929, -2.225387, -3.011296], [0.603974, -1.727829, 0.813170], [1.990227, 0.111984, -0.144198], [0.591805, 0.808127, 0.879631], [-2.278491, -0.767807, -0.262149]],
  "atomic_forces_ev_per_a": [[2.888, 1.305, 5.155], [-0.909, 0.617, -1.482], [-3.351, -1.050, -0.154], [-0.003, -0.352, -0.707], [-1.444, -0.897, -0.417], [0.061, 0.909, -0.800], [0.687, 0.181, -0.385], [0.481, -0.331, -0.309], [1.590, -0.381, -0.903]],
  "homo_ev": [-4.992, -9.840],
  "relative_energy_ev": 4.018,
  "e_tot_ha": -644.0419,
  "spin_multiplicity": 3,
  "orbital_gap_ev": [5.737, 8.446],
  "s_squared": 2.01
}



5.
{
  "formula": "C3H3NOS2",
  "method": "the ωB97M-V functional and the def2-TZVPD basis",
  "elements": ["C", "C", "C", "N", "O", "S", "S", "H", "H", "H"],
  "coordinates": [[-2.580325, -0.990199, 0.290287], [-1.216416, -0.743353, 0.325803], [-0.238369, 0.186784, -0.046251], [1.063655, 0.161361, 0.234785], [-0.525177, 1.321689, -1.127735], [-2.747624, -2.405555, 1.282661], [-0.729336, -2.192437, 1.380940], [-3.421954, -0.627660, -0.132958], [1.599423, -0.504023, 0.871169], [1.465797, 0.844233, -0.370803]],
  "atomic_forces_ev_per_a": [[3.466, -1.418, 1.619], [-1.229, -2.252, 1.809], [-0.326, 6.236, -6.672], [-0.557, -1.624, 1.430], [0.992, -5.879, 5.753], [-0.519, 0.205, -0.408], [0.493, 1.078, -0.527], [-2.119, 1.808, -1.552], [-1.235, 1.406, -1.382], [1.034, 0.441, -0.072]],
  "homo_ev": [-8.897, -8.899],
  "relative_energy_ev": 3.756,
  "e_tot_ha": -1042.3607,
  "orbital_gap_ev": [8.214, 8.216],
  "smiles": "NC(=O)c1css1"
}



6.
{
  "formula": "C3H3NOS2",
  "method": "the ωB97M-V functional and the def2-TZVPD basis",
  "elements": ["C", "C", "C", "H", "H", "H", "N", "O", "S", "S"],
  "coordinates": [[1.234488, 0.441537, -0.175994], [0.496127, -0.639051, 0.267944], [-1.664735, 0.012465, -0.277416], [0.397939, -0.226484, 1.453974], [1.228858, -1.719505, 0.401102], [-2.714245, -0.510195, -0.560516], [-1.409777, 1.275063, -0.124151], [-0.692178, -0.912734, -0.512830], [2.870122, 0.359749, -0.314286], [0.253402, 1.919154, -0.157825]],
  "atomic_forces_ev_per_a": [[2.976, 3.232, -1.163], [0.243, -5.369, 4.000], [-0.392, 0.783, -1.893], [-0.866, -1.717, -2.722], [-2.548, 3.324, -0.766], [2.269, 1.923, 1.130], [-0.087, -1.294, 0.296], [0.513, -0.003, 1.864], [-0.914, 0.598, -0.150], [-1.195, -1.478, -0.596]],
  "homo_ev": -9.098,
  "relative_energy_ev": 3.507,
  "e_tot_ha": -1042.3698,
  "orbital_gap_ev": 8.366,
  "smiles": "S=C1COC=NS1"
}



7.
{
  "formula": "C3H3NOS2",
  "method": "the ωB97M-V functional and the def2-TZVPD basis",
  "elements": ["C", "C", "C", "H", "H", "H", "N", "O", "S", "S"],
  "coordinates": [[-1.487553, 1.109426, -0.889441], [-0.331160, 0.458043, -0.110351], [1.171481, -1.177745, 0.325837], [-1.297458, 2.281691, -0.486294], [2.005727, -1.862548, -0.203898], [0.902200, -1.828339, 1.171283], [0.179047, 1.197299, 0.779221], [0.082295, -0.755996, -0.361982], [-2.804003, 0.386667, -1.598788], [1.579424, 0.191503, 1.374413]],
  "atomic_forces_ev_per_a": [[-0.274, 1.198, 1.997], [-1.853, 1.700, -0.946], [2.281, -3.197, 2.381], [-1.244, -2.871, -1.810], [-1.713, 2.424, 0.275], [-0.689, -0.849, -0.949], [2.338, -1.201, 0.626], [-1.435, -1.555, -2.851], [2.396, 1.286, 0.903], [0.193, 3.065, 0.375]],
  "homo_ev": -8.592,
  "relative_energy_ev": 3.598,
  "e_tot_ha": -1042.3664,
  "orbital_gap_ev": 7.284
}



8.
{
  "formula": "C3H3NS",
  "method": "the ωB97M-V functional and the def2-TZVPD basis",
  "elements": ["C", "C", "C", "H", "H", "H", "N", "S"],
  "coordinates": [[0.691533, -0.257080, -0.680111], [-0.584630, 0.080823, 0.026435], [-0.588056, 0.193398, 1.448076], [0.719408, -0.001436, -1.750992], [1.068807, -1.416924, -0.638116], [1.475305, 0.469406, -0.204901], [-0.780022, 0.607066, 2.591635], [-2.002345, 0.324746, -0.792026]],
  "atomic_forces_ev_per_a": [[2.782, -0.514, 0.472], [-1.264, -0.786, -1.972], [-1.593, 3.262, 7.267], [-0.649, -0.111, 0.475], [-1.039, 2.912, 0.458], [-0.890, -1.716, -0.673], [1.480, -2.928, -6.920], [1.173, -0.120, 0.893]],
  "homo_ev": -9.586,
  "relative_energy_ev": 0.917,
  "e_tot_ha": -568.9839,
  "orbital_gap_ev": 7.851,
  "smiles": "CC(=S)C#N"
}



9.
{
  "formula": "C3H3NS",
  "method": "the ωB97M-V functional and the def2-TZVPD basis",
  "elements": ["C", "C", "C", "H", "H", "H", "N", "S"],
  "coordinates": [[-0.473584, 1.126067, -0.057241], [-1.473001, 0.128643, -0.090858], [-2.317183, -0.729305, 0.063902], [0.255897, -1.140050, 0.052240], [-0.822880, 2.148342, -0.095079], [-3.002939, -1.541117, 0.078666], [0.792796, 0.943499, 0.130839], [1.475185, -0.576507, -0.027908]],
  "atomic_forces_ev_per_a": [[1.410, 0.551, 0.668], [-1.304, -1.490, 0.266], [0.988, 0.763, -0.533], [0.328, -0.980, -0.174], [0.049, 0.218, 0.151], [-0.144, 0.044, 0.112], [-0.662, 0.747, -1.072], [-0.666, 0.146, 0.583]],
  "homo_ev": -8.986,
  "relative_energy_ev": 1.996,
  "e_tot_ha": -568.9442,
  "orbital_gap_ev": 9.080,
  "smiles": "C#C/C=N\\S"
}



10.
{
  "formula": "C3H3NS",
  "method": "the ωB97M-V functional and the def2-TZVPD basis",
  "elements": ["C", "C", "C", "N", "S", "H", "H", "H"],
  "coordinates": [[0.144194, 1.178650, -0.065752], [-0.711855, 0.061141, -0.233484], [0.447093, -0.909302, -0.079520], [1.209789, 0.512231, 0.195953], [-2.298245, -0.212759, 0.210218], [0.153252, 2.258871, 0.119442], [0.141705, -1.485588, 0.764179], [0.914065, -1.403242, -0.911038]],
  "atomic_forces_ev_per_a": [[1.957, 1.200, 0.419], [-4.017, -1.636, 0.738], [0.238, 3.267, -0.500], [-0.077, -2.002, 0.429], [1.878, 0.547, -0.987], [-0.712, -0.334, -0.569], [0.875, -0.749, 0.725], [-0.141, -0.293, -0.256]],
  "homo_ev": -9.156,
  "relative_energy_ev": 1.905,
  "e_tot_ha": -568.9476,
  "orbital_gap_ev": 8.012,
  "smiles": "S=C1C=NC1"
}



11.
{
  "formula": "C3H3NS2",
  "method": "the ωB97M-V functional and the def2-TZVPD basis",
  "elements": ["C", "C", "C", "N", "S", "S", "H", "H", "H"],
  "coordinates": [[-1.384975, 0.072510, -0.233129], [0.184393, -1.541483, -0.552478], [0.421536, 1.364472, 0.535174], [-0.789452, 0.986864, 0.190756], [1.442543, -0.945630, 0.368392], [1.771956, 0.884264, -0.589847], [-2.163973, -0.261060, -0.847545], [0.023136, -2.660657, -0.266926], [0.494833, 2.100721, 1.395602]],
  "atomic_forces_ev_per_a": [[-0.054, -4.147, -0.971], [-0.129, -0.722, 0.585], [0.207, 1.696, 0.682], [2.322, 2.062, 1.353], [-0.653, -0.052, -1.127], [-0.893, 0.088, 1.400], [-0.938, 0.198, -0.623], [-0.156, 1.923, 0.121], [0.296, -1.047, -1.421]],
  "homo_ev": [-7.622, -7.622],
  "relative_energy_ev": 4.823,
  "e_tot_ha": -967.0388,
  "orbital_gap_ev": [7.470, 7.470]
}



12.
{
  "formula": "C3H3NaO4Rb",
  "method": "the ωB97M-V functional and the def2-TZVPD basis",
  "elements": ["H", "O", "O", "C", "C", "H", "H", "O", "C", "O", "Na", "Rb"],
  "coordinates": [[4.682031, 1.754716, -1.112370], [3.352645, 0.397842, -0.221949], [1.732309, 2.531496, -0.675655], [3.910128, 1.627617, -0.306723], [2.934258, 2.734767, -0.572317], [4.459532, 1.973488, 0.609400], [3.339292, 3.765291, -0.682035], [-4.695975, -1.081538, 1.306890], [-3.613860, -0.760529, 0.828561], [-2.592667, -1.448919, 0.607861], [-3.787033, -3.273641, 1.523374], [0.543147, -0.337910, -0.458540]],
  "atomic_forces_ev_per_a": [[-0.050, 0.008, 0.029], [-0.090, 0.216, -0.026], [0.390, 0.466, -0.036], [-0.356, -0.784, 0.031], [-0.803, -0.457, -0.044], [-0.030, 0.013, -0.034], [-0.053, -0.045, 0.028], [-0.050, -0.091, 0.052], [0.251, -0.650, 0.043], [0.041, 0.108, -0.008], [-0.009, 0.652, -0.158], [0.759, 0.563, 0.123]],
  "homo_ev": [-6.455, -6.455],
  "relative_energy_ev": 0.000,
  "e_tot_ha": -603.4251,
  "spin_multiplicity": 2,
  "orbital_gap_ev": [5.064, 4.648],
  "s_squared": 0.75
}